[1]
{
  "formula": "C24H35FN6O3",
  "method": "wB97M-V/def2-TZVPD",
  "species": ["F", "O", "O", "O", "N", "N", "N", "N", "N", "N", "C", "C", "C", "C", "C", "C", "C", "C", "C", "C", "C", "C", "C", "C", "C", "C", "C", "C", "C", "C", "C", "C", "C", "C", "H", "H", "H", "H", "H", "H", "H", "H", "H", "H", "H", "H", "H", "H", "H", "H", "H", "H", "H", "H", "H", "H", "H", "H", "H", "H", "H", "H", "H", "H", "H", "H", "H", "H", "H"],
  "coordinates": [[-4.795, -2.943, -0.854], [0.417, 1.132, -4.359], [0.388, 1.412, 3.111], [0.685, 3.538, -0.864], [0.897, 0.134, 1.293], [1.318, -1.159, -0.629], [0.557, 2.425, 1.101], [1.210, 1.050, -2.252], [-1.576, 0.799, -1.517], [-3.331, -0.752, 0.080], [-2.886, 0.550, 0.524], [2.579, 0.888, -2.723], [2.536, -1.467, 2.273], [-5.011, -2.029, 3.134], [4.448, 2.284, -3.649], [0.601, 1.338, 1.922], [0.755, 2.475, -0.282], [3.434, 2.151, -2.515], [-5.629, -3.398, 1.281], [2.616, -2.661, 3.221], [-4.201, -1.269, 2.311], [-2.061, -0.488, -1.980], [-1.140, 1.644, -2.614], [-4.829, -2.625, 0.468], [-4.080, -1.541, 0.944], [-2.348, -1.381, -0.778], [3.399, -0.315, 2.781], [-2.596, 1.424, -0.696], [4.155, 2.122, -1.169], [-5.727, -3.100, 2.630], [0.224, 1.254, -3.166], [1.070, -1.024, 2.154], [1.058, 0.058, -0.067], [1.009, 1.182, -0.855], [-1.411, -1.535, -0.214], [3.011, 0.064, 3.723], [-3.533, 1.574, -1.258], [-3.639, -0.455, 2.742], [3.447, 2.058, -0.346], [4.828, 1.267, -1.116], [-2.231, 2.397, -0.361], [-1.297, -0.946, -2.613], [-3.678, 1.019, 1.109], [0.438, -1.848, 1.809], [3.641, -3.013, 3.298], [-5.073, -1.784, 4.183], [5.105, 1.416, -3.675], [3.043, 0.038, -2.215], [3.940, 2.364, -4.607], [-1.975, 0.480, 1.142], [2.498, 0.670, -3.791], [3.418, 0.503, 2.063], [4.421, -0.651, 2.936], [0.352, 3.309, 1.555], [-2.706, -2.348, -1.123], [-1.849, 1.639, -3.457], [0.711, -0.714, 3.140], [5.058, 3.172, -3.509], [1.998, -3.484, 2.866], [1.155, -1.191, -1.624], [-2.983, -0.382, -2.576], [-6.179, -4.216, 0.843], [2.907, -1.770, 1.288], [4.742, 3.028, -1.039], [-6.357, -3.694, 3.271], [1.055, -1.988, -0.123], [-1.045, 2.673, -2.256], [2.765, 3.016, -2.538], [2.275, -2.378, 4.213]],
  "forces_ev_per_angstrom": [[0.02, 0.18, 0.18], [-0.09, 0.18, -0.27], [-0.01, 0.10, 0.35], [-0.05, 0.30, -0.18], [-0.11, -0.11, -0.04], [-0.17, 0.01, 0.18], [-0.09, 0.46, 0.07], [0.28, -0.34, 0.60], [-0.43, -0.02, -0.25], [-0.08, 0.18, -0.30], [-0.13, 0.26, -0.16], [0.15, 0.27, -0.36], [-0.04, 0.04, 0.16], [-0.10, -0.08, 0.12], [-0.23, 0.04, 0.16], [-0.08, 0.01, -0.13], [0.16, -0.70, 0.23], [0.15, -0.13, -0.01], [0.10, 0.06, -0.11], [-0.03, 0.15, -0.27], [0.12, -0.03, -0.17], [0.09, -0.18, 0.22], [-0.15, 0.07, -0.09], [-0.02, -0.15, 0.02], [-0.21, -0.22, 0.15], [0.11, -0.15, -0.30], [-0.11, -0.14, -0.17], [0.07, -0.03, 0.27], [-0.18, 0.19, -0.13], [0.03, 0.05, 0.04], [-0.52, -0.11, -0.11], [0.29, -0.35, 0.23], [0.21, 0.66, -0.53], [0.32, 0.00, 0.15], [-0.01, -0.03, -0.05], [-0.03, 0.07, 0.14], [0.01, 0.04, 0.04], [0.07, 0.10, 0.00], [0.01, -0.03, 0.14], [0.09, -0.12, 0.02], [-0.02, 0.02, -0.01], [-0.02, -0.05, -0.03], [0.07, -0.02, 0.02], [-0.04, 0.06, 0.02], [0.09, -0.07, 0.04], [-0.01, 0.03, 0.09], [0.13, -0.11, -0.04], [0.01, -0.02, -0.03], [-0.01, -0.01, -0.15], [-0.05, 0.02, 0.05], [0.07, -0.07, 0.17], [0.06, 0.14, -0.03], [0.12, 0.00, 0.01], [0.05, -0.17, -0.05], [0.01, 0.05, 0.07], [0.14, -0.01, 0.05], [-0.01, -0.14, -0.19], [0.12, 0.07, -0.01], [-0.06, -0.14, 0.02], [0.01, 0.00, -0.01], [0.04, -0.02, -0.02], [-0.04, -0.07, -0.08], [-0.03, 0.00, 0.06], [0.11, 0.09, 0.07], [-0.06, -0.06, 0.06], [0.00, 0.02, -0.01], [-0.03, -0.03, -0.01], [-0.02, -0.07, -0.01], [-0.05, 0.01, 0.17]],
  "e_above_lowest_kcal_mol": 2.3,
  "gap_ev": 8.491,
  "multiplicity": 1,
  "charge": 0,
  "max_force_ev_per_a": 0.88,
  "e_tot_ha": -1589.74023,
  "smiles": "CC(C)CN(C(=O)CN1CCN(c2ccccc2F)CC1)c1c(N)n(CC(C)C)c(=O)[nH]c1=O"
}



[2]
{
  "formula": "C15H16ClInN4O4PS3",
  "method": "wB97M-V/def2-TZVPD",
  "species": ["In", "Cl", "S", "S", "S", "P", "O", "O", "O", "O", "N", "N", "N", "N", "C", "C", "C", "C", "C", "C", "C", "C", "C", "C", "C", "C", "C", "C", "C", "H", "H", "H", "H", "H", "H", "H", "H", "H", "H", "H", "H", "H", "H", "H", "H"],
  "coordinates": [[1.607, -0.195, -1.790], [1.703, 2.518, -0.546], [-0.903, -1.412, -2.762], [0.117, -0.843, 0.113], [4.032, -0.814, -1.945], [-1.583, -0.718, -0.967], [2.533, 3.522, -1.077], [0.914, 2.949, 0.539], [0.829, 1.943, -1.619], [2.520, 1.343, -0.148], [6.085, -0.185, -0.336], [6.517, -0.105, 0.944], [3.088, -0.966, 1.207], [4.387, -0.617, 0.835], [-3.816, -2.312, -1.096], [-3.065, 1.250, -2.191], [-4.904, -3.282, 0.812], [5.396, -0.369, 3.137], [4.802, -0.514, -0.440], [5.463, -0.360, 1.659], [-3.347, 3.466, -1.311], [-2.905, -1.985, 1.121], [-2.847, -1.770, -0.254], [-3.937, -2.743, 1.649], [-4.845, -3.067, -0.559], [-2.227, 0.946, -1.120], [-2.506, 3.164, -0.251], [-1.942, 1.901, -0.150], [-3.624, 2.513, -2.283], [2.530, -0.113, 1.196], [-3.783, 4.453, -1.386], [-3.986, -2.915, 2.716], [-5.598, -3.490, -1.209], [6.720, -0.015, -1.102], [-5.706, -3.875, 1.229], [6.399, -0.218, 3.527], [5.020, -1.321, 3.514], [-1.265, 1.675, 0.662], [-3.765, -2.157, -2.167], [-3.272, 0.514, -2.958], [4.752, 0.433, 3.500], [-4.272, 2.756, -3.114], [-2.279, 3.913, 0.496], [-2.150, -1.567, 1.774], [3.114, -1.332, 2.152]],
  "forces_ev_per_angstrom": [[-1.70, -0.42, 0.92], [0.13, -0.03, -0.01], [0.73, 0.57, -0.42], [0.61, 0.11, 1.33], [-0.47, -0.26, -0.68], [0.60, -0.11, -1.00], [0.02, 0.04, -0.10], [-0.12, 0.02, 0.07], [0.31, -0.24, -0.41], [0.18, 0.17, 0.02], [-0.01, 0.01, -0.16], [-0.06, -0.07, 0.02], [0.01, 0.19, -0.08], [-0.06, -0.11, 0.00], [-0.03, -0.02, -0.04], [-0.05, 0.00, -0.05], [-0.01, 0.00, -0.03], [0.02, 0.00, 0.02], [-0.16, 0.21, 0.28], [0.04, 0.14, 0.02], [-0.01, 0.01, -0.04], [0.04, 0.05, 0.00], [0.02, -0.07, -0.05], [-0.01, 0.00, 0.00], [0.01, 0.00, 0.05], [-0.02, 0.02, 0.17], [0.03, -0.02, 0.02], [-0.12, 0.02, 0.01], [0.02, 0.02, 0.06], [0.02, -0.01, 0.16], [0.00, 0.00, 0.00], [0.01, 0.00, 0.00], [0.00, -0.01, -0.01], [0.01, 0.02, 0.02], [0.00, 0.00, 0.00], [0.00, 0.01, 0.00], [0.01, -0.01, -0.01], [-0.03, -0.04, 0.02], [0.02, 0.02, -0.01], [0.04, -0.02, 0.01], [-0.02, -0.01, -0.01], [0.00, 0.00, -0.01], [0.01, 0.00, 0.00], [0.00, 0.00, 0.00], [0.01, -0.18, -0.08]],
  "e_above_lowest_kcal_mol": 41.7,
  "gap_ev": 6.564,
  "multiplicity": 1,
  "charge": 1,
  "max_force_ev_per_a": 1.98,
  "e_tot_ha": -3286.99976
}



[3]
{
  "formula": "C5H11N5S",
  "method": "wB97M-V/def2-TZVPD",
  "species": ["S", "N", "N", "N", "N", "N", "C", "C", "C", "C", "C", "H", "H", "H", "H", "H", "H", "H", "H", "H", "H", "H"],
  "coordinates": [[-1.470, -0.145, -1.549], [1.234, -2.321, 0.325], [-0.502, 1.514, 0.443], [-2.391, -1.276, 1.467], [-1.751, 2.120, 0.326], [0.877, -0.131, -0.409], [-1.718, -1.591, 0.596], [-0.157, 0.827, -0.774], [0.485, -1.365, -0.155], [-0.901, -1.641, -0.582], [2.220, 0.293, -0.082], [2.249, 0.306, 0.982], [0.215, 2.157, 0.719], [2.106, -1.977, 0.533], [-2.026, 2.418, 1.382], [3.095, -0.271, -0.509], [1.058, -3.303, 0.694], [-0.832, -2.520, -1.135], [-2.343, 1.356, 0.056], [-1.889, 2.781, -0.421], [0.117, 1.384, -1.588], [2.323, 1.385, -0.320]],
  "forces_ev_per_angstrom": [[0.30, -1.13, -0.05], [-1.14, -1.08, 0.35], [0.41, -0.53, -0.17], [-0.09, -0.09, 0.44], [-0.89, 0.59, 3.93], [0.60, -0.88, -0.62], [-0.86, -0.45, 0.52], [-0.14, -2.66, 0.77], [-0.56, -0.12, -0.77], [-0.52, 2.04, 0.61], [1.03, 1.87, -0.07], [0.62, -0.29, 1.11], [0.22, 0.71, 0.22], [2.89, 0.28, 0.94], [0.24, -0.23, -3.17], [-1.24, 0.37, 0.07], [-0.44, 1.81, -1.04], [-0.81, -1.64, -1.16], [-1.23, -0.98, 0.13], [0.11, 1.45, -0.11], [1.41, 2.08, -1.65], [0.09, -1.11, -0.30]],
  "e_above_lowest_kcal_mol": 0.0,
  "gap_ev": 10.380,
  "multiplicity": 1,
  "charge": 2,
  "max_force_ev_per_a": 4.07,
  "e_tot_ha": -868.37377,
  "smiles": "CN1C(=[NH2+])[C@@H](C#N)S[C@H]1N[NH3+]"
}



[4]
{
  "formula": "C7H11NO3",
  "method": "wB97M-V/def2-TZVPD",
  "species": ["O", "O", "O", "N", "C", "C", "C", "C", "C", "C", "C", "H", "H", "H", "H", "H", "H", "H", "H", "H", "H", "H"],
  "coordinates": [[2.336, -1.474, 1.199], [-1.371, -1.870, -0.593], [1.097, -2.674, -0.201], [-0.411, 0.011, 0.067], [1.664, 0.753, -0.886], [1.589, -1.594, 0.313], [-1.466, -0.776, -0.018], [-2.976, -0.283, 0.356], [1.037, 1.959, -0.145], [0.015, 1.165, 0.752], [0.897, -0.525, -0.566], [0.109, -2.720, -0.258], [-3.825, -0.949, 0.011], [-0.872, 1.783, 0.971], [0.494, 0.885, 1.729], [-3.165, 0.712, 0.119], [2.707, 0.654, -0.423], [1.833, 2.639, 0.253], [0.524, 2.716, -0.741], [-2.892, -0.184, 1.457], [0.626, -1.097, -1.478], [2.050, 0.868, -1.918]],
  "forces_ev_per_angstrom": [[2.14, 0.26, 1.90], [-0.18, -0.07, 0.74], [0.35, -4.67, 0.93], [3.60, -1.25, -1.39], [3.40, 0.25, 0.69], [-3.12, 2.01, -2.44], [-3.78, -0.32, -1.52], [2.18, -1.82, 1.50], [-0.28, -0.35, -0.59], [-0.46, 2.82, 2.39], [-1.05, 1.55, -1.10], [0.21, 0.79, -0.52], [1.59, 0.55, 0.47], [0.39, -0.06, 0.18], [-0.35, 0.20, -0.75], [-0.14, 1.79, -1.14], [-1.32, -0.16, -0.06], [-0.71, -1.19, 0.80], [-0.51, -0.65, -0.57], [-0.66, -0.61, -0.22], [0.02, 0.86, 0.56], [-1.30, 0.07, 0.12]],
  "e_above_lowest_kcal_mol": 42.7,
  "gap_ev": 10.383,
  "multiplicity": 1,
  "charge": 0,
  "max_force_ev_per_a": 4.78,
  "e_tot_ha": -553.76780,
  "smiles": "CC(=O)N1CCC[C@H]1C(=O)O"
}



[5]
{
  "formula": "H3NO4P",
  "method": "wB97M-V/def2-TZVPD",
  "species": ["P", "O", "O", "O", "O", "N", "H", "H", "H"],
  "coordinates": [[-0.822, 0.349, -0.140], [-0.310, -0.969, 0.720], [0.034, 0.507, -1.309], [-1.294, 1.493, 0.649], [2.274, 0.640, 0.286], [-1.635, -1.134, -0.045], [1.570, 0.699, -0.524], [-1.534, -1.986, -0.584], [1.716, 0.401, 0.946]],
  "forces_ev_per_angstrom": [[0.16, -1.92, 1.41], [-0.35, 0.55, 0.21], [1.03, 0.69, -2.13], [-0.64, 0.02, 0.06], [0.76, 1.44, -5.46], [-0.94, 0.06, 1.10], [2.03, -0.22, 2.12], [0.40, 0.63, -0.69], [-2.46, -1.23, 3.38]],
  "e_above_lowest_kcal_mol": 11.0,
  "gap_ev": 9.327,
  "multiplicity": 1,
  "charge": -1,
  "max_force_ev_per_a": 5.70,
  "e_tot_ha": -698.94769
}